No. 1
9
Properties=species:S:1:pos:R:3 method="wB97M-V/def2-TZVPD" energy_ha=-1270.172722 lumo_ev=0.37 mol_weight_g_mol=129.146 homo_lumo_gap_ev=10.34 smiles="NP(=O)(S)S"
N -0.574 1.388 0.150
P 0.126 0.008 -0.249
O 0.943 0.003 -1.464
S 1.473 -0.124 1.356
S -1.385 -1.551 -0.292
H -1.436 1.485 -0.400
H -0.709 1.327 1.200
H 2.334 0.156 0.453
H -0.772 -2.693 -0.755

=====

No. 2
6
Properties=species:S:1:pos:R:3 method="wB97M-V/def2-TZVPD" charge=-1 energy_ha=-455.371092 lumo_ev=4.78 mol_weight_g_mol=50.106 homo_lumo_gap_ev=7.40
N -0.532 -0.219 1.189
H 0.090 -0.090 0.359
H -0.025 -1.018 1.592
H -1.324 -0.720 0.788
S 0.940 0.365 -1.847
H 0.851 1.681 -2.081

=====

No. 3
6
Properties=species:S:1:pos:R:3 method="wB97M-V/def2-TZVPD" charge=-1 energy_ha=-152.831939 lumo_ev="4.83 / 4.87" mol_weight_g_mol=36.030 homo_lumo_gap_ev="3.68 / 11.43" s2=0.751 multiplicity=2
O -0.549 -1.405 0.567
H -0.222 -0.760 -0.060
H -0.051 -1.235 1.367
O 0.328 0.754 -0.702
H 0.995 1.414 -0.513
H -0.501 1.232 -0.659

=====

No. 4
6
Properties=species:S:1:pos:R:3 method="wB97M-V/def2-TZVPD" energy_ha=-152.811717 lumo_ev=0.47 mol_weight_g_mol=36.030 homo_lumo_gap_ev=10.84 smiles=O.O
O 5.719 -18.402 0.325
H 5.513 -17.684 -0.275
H 5.938 -17.969 1.150
O 7.370 -19.049 -0.785
H 7.004 -19.057 0.100
H 6.861 -18.384 -1.249

=====

No. 5
6
Properties=species:S:1:pos:R:3 method="wB97M-V/def2-TZVPD" energy_ha=-152.863218 lumo_ev=0.91 mol_weight_g_mol=36.030 homo_lumo_gap_ev=12.38 smiles=O.O
O -1.451 -0.022 -0.096
H -1.242 -0.603 0.626
H -1.191 0.851 0.309
O 1.390 0.079 0.001
H 0.648 -0.453 -0.262
H 2.275 -0.251 0.086

=====

No. 6
6
Properties=species:S:1:pos:R:3 method="wB97M-V/def2-TZVPD" energy_ha=-152.858029 lumo_ev=0.60 mol_weight_g_mol=36.030 homo_lumo_gap_ev=11.31 smiles=O.O
O 0.930 0.967 -0.614
H 0.380 0.174 -0.210
H 0.435 1.268 -1.488
O -0.863 -0.930 0.537
H -0.076 -1.338 1.038
H -1.274 -0.399 1.271

=====

No. 7
6
Properties=species:S:1:pos:R:3 method="wB97M-V/def2-TZVPD" energy_ha=-152.869403 lumo_ev=0.56 mol_weight_g_mol=36.030 homo_lumo_gap_ev=11.36 smiles=O.O
O -0.014 1.110 0.449
H 0.515 1.822 0.087
H -0.013 1.372 1.419
O -0.476 -1.610 -0.713
H -0.370 -0.745 -0.221
H 0.359 -1.950 -1.021

=====

No. 8
6
Properties=species:S:1:pos:R:3 method="wB97M-V/def2-TZVPD" energy_ha=-152.867104 lumo_ev=0.68 mol_weight_g_mol=36.030 homo_lumo_gap_ev=12.04 smiles=O.O
O -2.005 -0.768 0.345
H -1.779 -1.369 -0.370
H -1.211 -0.390 0.736
O 1.776 0.826 -0.286
H 2.144 0.095 0.222
H 2.519 1.043 -0.864

=====

No. 9
6
Properties=species:S:1:pos:R:3 method="wB97M-V/def2-TZVPD" energy_ha=-152.872042 lumo_ev=0.69 mol_weight_g_mol=36.030 homo_lumo_gap_ev=11.90 smiles=O.O
O 0.998 1.351 -0.308
H 0.474 0.530 -0.257
H 1.571 1.291 0.458
O -0.753 -1.215 -0.186
H -0.717 -1.180 0.757
H -1.573 -0.777 -0.465

=====

No. 10
6
Properties=species:S:1:pos:R:3 method="wB97M-V/def2-TZVPD" energy_ha=-152.865116 lumo_ev=0.72 mol_weight_g_mol=36.030 homo_lumo_gap_ev=12.38 smiles=O.O
O 0.344 -1.884 -0.895
H -0.246 -2.185 -0.233
H 0.942 -1.242 -0.468
O -0.425 1.531 0.873
H -0.204 2.513 0.817
H -0.410 1.267 -0.094

=====

No. 11
6
Properties=species:S:1:pos:R:3 method="wB97M-V/def2-TZVPD" energy_ha=-152.867282 lumo_ev=0.52 mol_weight_g_mol=36.030 homo_lumo_gap_ev=11.81 smiles=O.O
O -1.266 0.849 0.190
H -0.338 0.753 0.169
H -1.500 -0.098 0.261
O 1.227 -0.634 -0.241
H 1.607 -1.118 0.481
H 0.546 -1.253 -0.507

=====

No. 12
6
Properties=species:S:1:pos:R:3 method="wB97M-V/def2-TZVPD" energy_ha=-152.867469 lumo_ev=0.53 mol_weight_g_mol=36.030 homo_lumo_gap_ev=11.52 smiles=O.O
O -1.117 -0.198 -0.226
H -1.380 0.719 -0.166
H -1.166 -0.564 0.672
O 1.599 -0.198 -0.153
H 1.381 0.674 0.191
H 0.683 -0.433 -0.318

=====

The following energy relative to the best compared isomer or geometry (same formula, charge and spin) values (in eV) correspond, in order, to the records above: 0.630, 0.098, 0.107, 1.720, 0.319, 0.460, 0.151, 0.213, 0.079, 0.267, 0.208, 0.203.